1.
17
Properties=species:S:1:pos:R:3 method="wB97M-V/def2-TZVPD" spin_multiplicity=1 smiles="C/C=C/C=C/O.O"
C -2.23 -1.56 -0.36
C -1.02 -1.01 0.26
C -0.88 0.40 0.44
C 0.34 1.10 0.46
C 0.39 2.51 0.55
O 1.53 3.13 0.33
H -2.63 -2.45 0.15
H -1.88 -2.11 -1.18
H -2.99 -0.85 -0.68
H -0.15 -1.59 0.54
H -1.89 0.89 0.60
H 1.20 0.64 0.36
H -0.57 3.10 0.77
H 2.21 2.55 -0.08
O 2.84 -1.94 -0.63
H 3.64 -1.48 -0.94
H 2.08 -1.31 -0.60

2.
17
Properties=species:S:1:pos:R:3 method="wB97M-V/def2-TZVPD" spin_multiplicity=1 smiles=C[C@H]1[C@H](O)C[C@@H]1O
C 0.24 -1.76 -0.05
C -0.09 -0.34 0.34
C 0.92 0.70 -0.26
O 1.90 1.18 0.60
C -0.40 1.56 -0.65
C -1.30 0.47 -0.25
O -2.25 0.72 0.85
H -0.64 -2.30 -0.28
H 0.63 -2.24 0.79
H 0.90 -1.82 -0.85
H -0.19 -0.10 1.38
H 1.47 0.25 -1.07
H 2.35 1.87 0.12
H -0.57 2.47 -0.07
H -0.67 2.00 -1.64
H -1.81 -0.10 -1.02
H -1.66 1.14 1.49

3.
17
Properties=species:S:1:pos:R:3 method="wB97M-V/def2-TZVPD" spin_multiplicity=1 smiles=C[C@@]12CC[C@@H]1O2.O
C -1.60 -1.54 0.35
C -0.60 -0.52 -0.05
C 0.80 -0.95 -0.36
C 1.31 0.43 -0.62
C -0.50 0.77 -0.73
O -0.76 0.71 0.66
H -1.54 -2.42 -0.28
H -1.27 -1.83 1.36
H -2.62 -1.16 0.42
H 0.73 -1.44 -1.33
H 1.31 -1.59 0.37
H 2.07 0.53 -1.41
H 1.81 0.83 0.28
H -1.38 1.17 -1.30
O 1.06 2.57 1.03
H 0.59 1.82 1.42
H 0.58 2.62 0.19

Energy relative to the best compared isomer or geometry (same formula, charge and spin)
In order: 85.6 66.0 109.5
Unit: kcal per mole
E_HOMO
In order: -0.2682 -0.3617 -0.3652
Unit: hartree